# 1
DFT (wB97M-V/def2-TZVPD) results for a 19-piece molecular cluster, H38O19 overall.

Calculated values
ΔE to the lowest compared entry with this formula, charge and spin	75.1	kJ/mol
E_HOMO	-10.79	eV
largest force on an atom	3.75	eV/Å
net charge	0
spin multiplicity	1
LUMO level	0.178	eV

XYZ file:
```
57
Properties=species:S:1:pos:R:3:forces:R:3
O 1.753 -1.016 -3.795 0.22 -0.20 -0.46
H 1.801 -0.111 -3.420 0.14 -0.14 0.02
H 2.320 -1.068 -4.581 -0.14 0.26 0.55
O 4.632 -0.113 -1.280 1.11 0.01 -0.71
H 4.326 -0.705 -0.583 0.08 -0.04 0.21
H 5.515 -0.414 -1.598 -1.10 0.14 0.56
O -3.868 -0.394 -1.279 -1.67 -0.17 -0.32
H -4.780 -0.406 -1.699 2.09 -0.01 0.46
H -3.127 -0.432 -1.931 -0.54 0.11 0.16
O -0.773 3.391 2.064 0.82 1.18 -1.35
H -1.383 2.943 1.475 -0.41 -0.44 0.16
H -0.818 3.118 2.958 -0.48 -0.75 1.04
O -2.395 1.804 -0.074 -1.35 0.96 1.80
H -3.335 1.574 -0.226 0.48 -0.11 0.19
H -1.958 1.458 -0.822 0.96 -0.84 -1.74
O 1.151 0.920 3.824 0.11 0.07 -0.97
H 0.349 0.603 3.355 0.39 0.52 0.05
H 1.658 1.474 3.175 -0.82 -0.88 0.68
O 1.888 -2.062 3.422 -0.36 1.92 0.13
H 2.107 -2.534 4.229 -0.10 0.29 0.17
H 1.546 -1.124 3.638 0.88 -1.82 -0.03
O -3.647 -1.953 1.650 -0.18 0.76 -1.45
H -3.102 -2.752 1.512 -0.15 0.15 -0.18
H -3.859 -1.592 0.732 0.53 -0.76 1.47
O -1.432 0.068 -2.294 -0.59 0.53 0.90
H -1.170 -0.071 -3.210 0.29 -0.37 -0.39
H -0.797 -0.344 -1.687 0.21 0.01 -0.29
O 0.398 -0.432 -0.259 -0.96 1.33 2.96
H -0.221 -0.445 0.575 0.41 -0.49 -1.62
H 0.729 0.471 -0.013 0.09 -0.49 -0.96
O -5.425 1.414 0.834 0.09 -0.44 0.14
H -5.509 1.017 1.706 0.08 -0.43 -0.05
H -5.547 2.332 1.041 -0.11 0.91 -0.13
O -1.725 -4.166 1.163 0.42 -0.26 -0.28
H -0.834 -3.758 1.039 -0.43 -0.39 0.29
H -1.639 -5.101 0.904 -0.04 0.75 0.16
O 1.253 2.670 -0.108 0.05 -0.11 0.17
H 2.179 2.777 0.137 0.63 -0.47 -0.23
H 0.913 3.543 0.070 -0.81 0.31 0.20
O 1.827 1.373 -2.409 -1.39 0.55 0.95
H 2.668 1.812 -2.315 0.51 0.10 0.12
H 1.289 1.803 -1.661 0.98 -0.69 -1.42
O -1.449 -0.066 1.964 -0.15 -0.53 0.53
H -2.245 -0.630 2.113 0.54 -0.29 -0.17
H -1.854 0.706 1.567 -0.07 0.64 -0.64
O 4.058 2.474 -0.467 -0.26 -2.15 0.90
H 4.395 1.550 -0.679 -0.58 0.87 0.45
H 4.457 2.992 -1.125 0.87 1.41 -1.29
O 2.941 -0.346 1.113 0.14 1.32 -1.64
H 2.307 -0.603 0.424 -0.04 0.07 0.11
H 2.943 -1.059 1.709 0.05 -1.49 1.51
O 0.814 -2.964 1.137 1.17 1.27 0.27
H 1.497 -2.769 1.844 -1.34 -0.73 -0.49
H 0.726 -2.060 0.761 -0.13 -0.93 -0.20
O -0.803 -0.980 -4.629 -3.32 0.76 -1.56
H 0.075 -1.179 -4.454 3.27 -0.65 0.80
H -0.821 -0.639 -5.536 -0.06 -0.13 0.41
```
Forces are in eV/Å.

***

# 2
DFT (wB97M-V/def2-TZVPD) results for a 3-piece molecular cluster, C4H2F4NO2 overall.

Calculated values
ΔE to the lowest compared entry with this formula, charge and spin	0.0	kJ/mol
E_HOMO	-6.39	eV
largest force on an atom	3.79	eV/Å
net charge	-1
spin multiplicity	1
LUMO level	3.446	eV

XYZ file:
```
13
Properties=species:S:1:pos:R:3:forces:R:3
C -2.635 -0.571 -0.264 -0.20 -0.04 -1.17
C 0.026 2.834 0.713 -0.48 -1.12 0.10
C 1.483 -0.969 -0.477 1.30 -1.91 -3.00
C 2.323 -0.243 0.147 3.05 1.06 1.01
N -0.530 1.807 0.799 -0.28 0.52 0.24
O -3.512 -1.263 -0.753 1.16 0.98 0.63
O -2.082 -0.431 0.833 -0.08 0.15 -0.07
F 1.925 -1.691 -1.565 -0.68 0.62 0.64
F 3.626 -0.075 -0.184 -1.17 -0.08 0.27
F 2.037 0.306 1.287 0.12 0.78 0.65
F -1.982 0.391 -1.254 -0.74 -0.94 0.61
H -1.195 0.957 0.887 0.67 0.44 -0.37
H 0.516 -1.051 -0.171 -2.66 -0.46 0.46
```
Forces are in eV/Å.

***

# 3
DFT (wB97M-V/def2-TZVPD) results for C29H32N5O3PSr as an isolated structure.

Calculated values
ΔE to the lowest compared entry with this formula, charge and spin	167.3	kJ/mol
E_HOMO	-6.71	eV
largest force on an atom	3.60	eV/Å
net charge	0
spin multiplicity	1
LUMO level	-0.105	eV

XYZ file:
```
71
Properties=species:S:1:pos:R:3:forces:R:3
Sr 1.581 1.379 -0.723 -0.23 -1.13 1.29
O 1.095 1.857 4.045 0.03 0.00 -0.18
C 0.992 1.872 2.802 0.42 -1.16 -0.05
N 1.054 0.816 1.955 0.76 1.57 0.02
C 1.409 -0.422 2.638 -1.58 -0.05 -0.44
C 1.870 -1.529 1.670 1.01 0.09 -0.48
C 1.949 -2.885 2.065 0.16 0.47 -0.78
C 2.232 -3.858 1.092 -0.07 0.44 1.46
C 2.387 -3.473 -0.216 0.67 -0.42 -1.24
C 2.451 -2.114 -0.519 -0.07 -0.56 -0.34
N 2.246 -1.178 0.394 -0.86 0.53 0.91
C 0.741 3.242 2.176 0.82 -1.82 -1.25
C 0.460 4.328 2.977 -0.48 0.09 0.18
C -0.127 5.425 2.376 0.12 -0.49 -1.45
C -0.296 5.384 0.979 0.76 0.12 0.12
C 0.259 4.351 0.252 0.89 0.05 -0.18
N 0.817 3.280 0.816 -1.08 0.69 1.00
H 0.444 -0.843 3.037 0.78 0.18 0.17
H 2.040 -0.160 3.507 0.12 -0.72 -0.33
H 1.839 -3.198 3.103 -0.19 0.31 -0.22
H 2.381 -4.880 1.448 -0.27 0.19 -0.47
H 2.574 -4.221 -1.005 -0.14 0.50 0.47
H 2.680 -1.797 -1.571 -0.22 -0.20 1.08
H 0.651 4.222 4.042 -0.26 0.00 -0.22
H -0.438 6.281 2.922 -0.18 0.57 0.45
H -0.607 6.186 0.348 -0.67 0.73 0.29
H 0.388 4.451 -0.838 -0.42 -0.11 0.43
O -0.249 0.183 -1.559 -1.98 0.70 -1.20
C -1.492 0.415 -2.002 3.09 1.71 0.70
O -1.821 1.445 -2.634 0.37 -1.81 0.77
C -2.473 -0.634 -1.603 -1.98 0.38 -0.38
P -2.031 -1.846 -0.347 3.36 0.01 0.25
C -2.880 -3.371 -0.681 -1.67 -0.31 -0.84
C -2.326 -4.243 -1.650 1.03 0.85 0.92
C -2.926 -5.443 -1.976 0.05 -0.48 -0.50
C -4.145 -5.766 -1.405 -0.96 0.62 0.42
C -4.787 -4.848 -0.561 1.23 0.65 0.40
C -4.148 -3.645 -0.161 -0.55 -1.23 -0.78
C -2.614 -1.186 1.213 0.39 0.80 0.11
C -3.055 -2.072 2.169 0.04 -0.83 -0.20
C -3.610 -1.595 3.326 0.39 0.07 0.66
C -3.584 -0.245 3.594 -0.81 1.36 0.54
C -2.924 0.679 2.766 -0.34 -1.81 -0.01
C -2.410 0.167 1.593 0.53 -0.02 -1.64
H -2.770 -1.089 -2.547 -0.16 -0.44 0.05
H -3.373 -0.129 -1.231 -0.04 0.18 -0.34
H -1.328 -3.931 -2.014 -0.65 -0.48 -0.07
H -2.504 -6.168 -2.688 0.09 0.60 0.37
H -4.650 -6.695 -1.656 0.14 0.10 0.03
H -5.748 -5.059 -0.146 -0.55 -0.25 0.09
H -4.656 -2.938 0.515 0.29 -0.53 -0.48
H -2.941 -3.144 1.982 -0.35 0.36 0.18
H -3.969 -2.289 4.064 -0.34 -0.11 0.20
H -4.171 0.144 4.434 0.52 -0.22 -0.02
H -2.836 1.706 3.040 0.11 0.48 0.09
H -1.780 0.773 0.906 -0.71 -0.17 0.53
N 4.314 2.030 -1.322 0.70 -0.10 0.29
C 4.697 3.089 -2.288 0.17 -0.22 0.33
C 4.262 2.683 -3.693 0.47 1.58 -0.10
C 2.763 2.960 -3.858 0.44 -0.15 -2.06
N 1.990 1.888 -3.303 -1.27 -1.64 0.00
H 4.662 2.271 -0.386 -0.05 -0.14 -0.42
H 4.817 1.181 -1.595 -0.17 0.12 0.29
H 5.775 3.349 -2.303 -0.41 -0.33 0.31
H 4.146 3.967 -1.955 0.15 0.29 -0.24
H 4.522 1.616 -3.838 -0.13 0.54 -0.34
H 4.857 3.358 -4.401 -0.85 -1.21 0.67
H 2.520 3.129 -4.927 0.22 -0.23 0.24
H 2.501 3.892 -3.404 -0.08 0.61 0.62
H 2.325 0.993 -3.700 -0.29 0.61 0.27
H 0.979 1.901 -3.542 0.75 0.24 0.09
```
Forces are in eV/Å.

***

# 4
DFT (wB97M-V/def2-TZVPD) results for one molecule with the formula C20H20N2OS2.

Calculated values
E_HOMO	-7.84	eV
largest force on an atom	0.70	eV/Å
net charge	0
spin multiplicity	1
LUMO level	0.594	eV
SMILES string	COc1ccccc1NC(=S)N(Cc1ccccc1)Cc1cccs1

XYZ file:
```
45
Properties=species:S:1:pos:R:3:forces:R:3
C -1.175 -3.598 -0.823 0.00 -0.21 -0.03
O -1.301 -2.207 -0.661 -0.34 0.35 -0.15
C -2.530 -1.693 -0.391 0.00 0.14 -0.09
C -3.722 -2.400 -0.468 0.27 -0.14 -0.04
C -4.934 -1.763 -0.256 -0.09 0.11 0.03
C -4.977 -0.412 0.029 -0.15 -0.06 -0.04
C -3.795 0.300 0.136 0.25 -0.10 -0.01
C -2.575 -0.329 -0.047 -0.16 -0.30 0.02
N -1.379 0.400 0.054 0.23 0.39 -0.34
C -0.332 0.023 0.843 0.03 -0.01 0.44
S -0.493 -1.150 1.999 -0.13 -0.45 0.52
N 0.829 0.696 0.649 -0.22 0.05 -0.23
C 2.024 0.356 1.390 0.17 -0.09 0.32
C 3.007 -0.404 0.538 0.05 0.09 -0.01
C 4.355 -0.072 0.533 -0.11 -0.01 0.07
C 5.249 -0.782 -0.251 0.13 -0.04 -0.04
C 4.801 -1.824 -1.043 0.11 -0.03 -0.03
C 3.456 -2.158 -1.045 -0.02 -0.05 -0.03
C 2.564 -1.453 -0.259 0.00 0.02 0.00
C 0.973 1.648 -0.430 0.09 0.07 -0.21
C 0.261 2.936 -0.134 -0.06 0.32 -0.34
C -0.007 3.490 1.079 0.08 -0.21 -0.19
C -0.699 4.720 0.984 -0.08 0.19 -0.09
C -0.947 5.081 -0.299 0.07 -0.12 -0.32
S -0.343 3.928 -1.425 0.06 -0.09 0.63
H -1.694 -3.947 -1.723 0.02 0.00 0.06
H -0.108 -3.788 -0.928 -0.07 -0.04 0.00
H -1.551 -4.136 0.052 0.00 0.02 -0.02
H -3.717 -3.451 -0.708 0.04 -0.09 -0.03
H -5.849 -2.332 -0.324 -0.08 -0.05 -0.01
H -5.922 0.087 0.180 -0.08 0.04 0.01
H -3.809 1.353 0.378 0.03 0.09 0.07
H -1.431 1.370 -0.227 0.07 -0.08 -0.06
H 2.479 1.272 1.779 0.01 -0.05 -0.04
H 1.707 -0.269 2.233 0.10 0.24 -0.12
H 4.709 0.743 1.150 0.02 0.10 0.05
H 6.296 -0.517 -0.244 0.08 0.02 -0.01
H 5.498 -2.376 -1.656 0.06 -0.04 -0.05
H 3.104 -2.973 -1.661 -0.03 -0.07 -0.05
H 1.516 -1.716 -0.254 -0.16 -0.03 0.00
H 2.043 1.835 -0.564 -0.13 -0.08 -0.03
H 0.596 1.223 -1.369 0.10 0.00 0.10
H 0.268 3.033 2.013 0.05 -0.17 0.16
H -0.996 5.303 1.836 -0.08 0.13 0.13
H -1.446 5.956 -0.665 -0.13 0.21 -0.01
```
Forces are in eV/Å.

***

# 5
DFT (wB97M-V/def2-TZVPD) results for C20H18F6N4O6PPbS2Se2 as an isolated structure.

Calculated values
ΔE to the lowest compared entry with this formula, charge and spin	6.5	kJ/mol
E_HOMO	-11.59	eV
largest force on an atom	0.15	eV/Å
net charge	+1
spin multiplicity	1
LUMO level	-3.596	eV

XYZ file:
```
60
Properties=species:S:1:pos:R:3:forces:R:3
Pb 1.925 -0.231 -0.067 -0.03 -0.15 -0.03
O -1.950 1.253 2.153 -0.06 0.04 0.00
C -1.102 1.059 1.342 0.06 -0.11 0.07
O -0.345 -0.091 1.309 0.09 0.08 -0.08
C -0.742 1.986 0.229 0.01 0.07 -0.04
C -1.470 3.150 0.075 0.01 -0.04 -0.01
C -1.164 3.973 -1.000 -0.04 0.04 0.01
C -0.153 3.601 -1.864 0.03 0.00 -0.03
C 0.537 2.420 -1.623 -0.04 -0.02 0.02
N 0.244 1.625 -0.598 0.02 0.06 -0.10
H -2.252 3.386 0.783 0.00 0.00 0.01
H -1.711 4.894 -1.155 0.01 0.00 0.00
H 0.121 4.218 -2.709 0.00 -0.01 0.00
H 1.358 2.112 -2.261 -0.01 0.01 0.02
F 7.413 1.116 -0.430 -0.01 0.01 -0.01
C 6.442 1.187 -1.322 -0.01 -0.04 0.03
F 6.542 2.304 -2.021 0.01 0.00 -0.01
F 6.499 0.139 -2.133 -0.02 0.03 0.01
S 4.802 1.138 -0.474 0.03 -0.05 -0.09
O 3.791 1.215 -1.519 0.04 0.06 0.08
O 4.737 -0.109 0.273 0.01 0.02 -0.01
N 4.930 2.403 0.440 -0.10 0.00 0.00
S 3.675 2.862 1.274 0.11 0.06 -0.02
O 4.005 3.305 2.581 0.03 -0.03 0.03
O 2.559 1.923 1.141 -0.14 -0.05 0.03
C 3.102 4.364 0.370 0.00 -0.08 0.01
F 2.925 4.078 -0.921 0.02 0.03 0.00
F 3.993 5.328 0.488 -0.02 0.03 -0.02
F 1.937 4.758 0.882 0.00 0.01 -0.01
Se -1.121 -1.624 1.975 -0.10 -0.10 0.03
P -1.617 -2.314 -0.144 -0.02 0.07 0.04
Se 0.102 -2.652 -1.314 0.09 0.04 0.00
C -2.562 -3.792 0.234 -0.09 0.01 0.05
C -3.952 -3.754 0.363 0.02 0.01 -0.04
C -4.642 -4.911 0.681 0.03 -0.02 0.01
C -3.951 -6.100 0.878 -0.02 0.01 0.00
C -2.570 -6.139 0.751 0.00 0.00 0.00
C -1.870 -4.989 0.426 0.04 0.00 0.02
C -2.676 -0.982 -0.756 0.03 -0.01 -0.01
C -3.642 -0.381 0.053 -0.02 0.00 0.03
C -4.423 0.647 -0.450 0.01 -0.01 -0.01
C -4.243 1.081 -1.757 0.02 -0.02 0.00
C -3.280 0.488 -2.563 -0.03 0.03 0.01
C -2.495 -0.540 -2.066 0.01 0.00 -0.01
H -4.497 -2.835 0.193 0.00 -0.01 0.01
H -5.720 -4.887 0.769 0.00 0.00 0.00
H -4.494 -7.003 1.124 0.00 0.00 0.00
H -2.036 -7.069 0.895 0.00 0.00 0.00
H -0.795 -5.017 0.304 -0.01 0.00 0.00
H -3.768 -0.689 1.083 -0.01 -0.01 0.00
H -5.167 1.111 0.184 0.00 0.00 0.00
H -4.855 1.883 -2.148 0.00 0.00 0.00
H -3.141 0.824 -3.582 0.00 0.00 0.00
H -1.738 -1.000 -2.689 0.00 -0.01 0.01
N 3.255 -2.124 2.021 0.04 -0.02 0.00
N 2.596 -0.881 2.303 -0.03 0.09 -0.02
H 3.612 -2.540 2.875 -0.01 0.01 0.00
H 4.059 -1.905 1.440 -0.01 0.01 0.02
H 3.191 -0.202 2.775 -0.01 -0.01 0.00
H 1.794 -1.070 2.894 0.02 -0.05 -0.03
```
Forces are in eV/Å.

***

# 6
DFT (wB97M-V/def2-TZVPD) results for C3H8N2O2 as an isolated structure.

Calculated values
ΔE to the lowest compared entry with this formula, charge and spin	483.6	kJ/mol
E_HOMO	-7.82	eV
largest force on an atom	2.04	eV/Å
net charge	0
spin multiplicity	1
LUMO level	0.763	eV

XYZ file:
```
15
Properties=species:S:1:pos:R:3:forces:R:3
C -2.074 0.737 0.531 0.01 0.04 0.14
C 2.187 -1.101 0.010 -0.27 -0.14 -0.15
N 0.295 0.428 0.158 -0.12 -0.47 -1.03
N -0.997 0.708 -0.468 0.77 0.59 0.20
C 0.772 -0.751 -0.280 -1.15 0.87 -0.40
O 0.955 1.573 0.218 0.77 0.06 0.88
O -0.068 -1.450 -0.976 -0.51 0.64 0.45
H -0.643 1.714 -0.691 -1.21 -1.60 -0.38
H -0.979 -0.537 -1.112 1.77 0.03 0.47
H -2.163 -0.250 0.983 -0.10 -0.03 -0.12
H -1.873 1.453 1.328 0.12 0.07 -0.11
H -2.998 1.007 0.024 -0.05 -0.06 0.03
H 2.811 -0.220 -0.139 -0.08 0.07 -0.01
H 2.276 -1.399 1.055 0.06 -0.04 -0.04
H 2.498 -1.913 -0.642 0.00 -0.04 0.07
```
Forces are in eV/Å.